# 1
# C25H17Cl2InNO3S2Te

C25H17Cl2InNO3S2Te as an isolated structure (ωB97M-V/def2-TZVPD, the Open Molecules 2025 dataset).

Frontier orbital gap in eV: 8.15
E_HOMO in eV: -11.48
Net charge: +1
Lowest unoccupied orbital energy in eV: -3.3
E in Ha: -3418.07727
ΔE to the lowest compared entry with this formula, charge and spin in kcal/mol: 0.3

The geometry in XYZ format:
```
52
C25H17Cl2InNO3S2Te, DFT ωB97M-V/def2-TZVPD
H 4.1002 5.3885 -2.2012
H 5.9656 -4.4643 2.9431
H 2.7575 0.6448 -1.7330
C 5.0636 -3.8690 2.8981
C -3.1721 2.3685 0.3556
C 3.2736 -2.9298 1.6848
H -3.4824 2.4372 1.3887
N 1.0275 -1.8503 1.2871
O 1.7153 -3.8962 -0.1834
C 3.7694 1.1166 3.3075
C 5.8202 -0.1327 3.1848
C 4.4230 -3.6948 1.6788
C 3.3913 -2.5435 4.0498
H 4.5340 0.3159 0.0826
C 2.7471 -2.3686 2.8395
Te 2.0210 2.0010 1.0490
C -1.8100 1.2448 -1.3412
C 3.6010 2.1359 -3.0141
In 0.6111 -0.1911 0.0431
H 3.1072 4.6133 -0.0851
C 4.5518 -3.3058 4.0667
S -0.6969 -0.0141 -1.9265
H 4.9543 0.5989 5.0112
H -4.3849 3.9951 -0.3180
H 5.0653 -3.4743 5.0040
H 2.9781 -2.1100 4.9506
C 1.4801 -1.6143 2.5860
C -2.3400 2.1449 -2.2766
Cl -1.8651 2.0487 -3.9336
C -2.2682 1.3957 -0.0279
H -3.6366 3.7841 -2.6787
C 4.8577 0.5298 3.9358
C 3.6707 1.0309 1.9235
O 0.9787 -0.7963 3.3195
H 6.4571 -0.7247 1.2224
H 6.6711 -0.5842 3.6775
C 3.8043 4.3536 -2.0964
H 4.8005 -4.1426 0.7697
H 4.4135 3.8090 -4.0767
C 2.8696 2.5863 -0.7812
H 3.0201 1.6363 3.8906
Cl -1.6935 0.3329 1.2528
C 4.6193 0.3703 1.1594
C 3.9803 3.4647 -3.1475
C 3.0398 1.6864 -1.8278
C -3.2562 3.1193 -1.9163
C 3.2442 3.9189 -0.9040
O 2.5181 -1.5951 -0.5891
H 3.7367 1.4441 -3.8345
C -3.6716 3.2337 -0.6001
C 5.7015 -0.2140 1.8048
S 2.1371 -2.6559 0.3718
```

=====

# 2
# C25H17ClCo2NO7

C25H17ClCo2NO7 as an isolated structure at a distorted geometry (ωB97M-V/def2-TZVPD, the Open Molecules 2025 dataset).

Frontier orbital gap in eV: 5.45
E_HOMO in eV: -3.40
Net charge: -1
Lowest unoccupied orbital energy in eV: 2.1
E in Ha: -4769.94508

The geometry in XYZ format:
```
53
C25H17ClCo2NO7, DFT ωB97M-V/def2-TZVPD
C -2.0924 7.8120 -2.7347
C -2.1752 -1.3267 -0.9642
C -1.4996 -1.3533 0.2559
H -3.1348 7.8060 -3.0090
H 0.2733 -2.0474 1.2262
O -1.4896 1.3001 3.4152
O -5.9797 4.2250 1.3979
C -4.4271 7.3101 1.8576
C -4.6011 8.1060 -0.9919
Co -3.9163 4.4828 -0.7167
H -1.5797 9.4383 -4.0424
C -3.0516 0.1826 1.3727
H 0.4973 0.3860 4.9464
H 0.0520 6.2291 -0.7058
C 0.2649 -2.5994 -0.8269
H -2.1527 -1.8410 -3.0363
Cl 0.2695 -3.2353 -3.4397
C -2.6610 6.0611 -1.0535
C -4.8371 4.9909 -2.1942
C -1.1405 0.1548 3.6171
H -3.3954 0.6824 2.2532
H 1.6017 7.8243 -1.7364
C -2.6312 5.6763 0.3845
H 1.2280 -3.0907 -0.7895
C -0.4121 -2.5326 -2.0289
O -4.9838 7.2218 2.8473
N -1.3729 -0.8677 2.7021
O -2.5685 1.9241 -1.2865
C 0.1116 8.6830 -2.9947
H 0.8109 9.3168 -3.5141
C -0.2703 -2.0146 0.3000
C -0.3105 6.9289 -1.4362
H -0.6377 5.9195 1.2532
C -2.0290 -0.6743 1.4578
H -0.1673 -1.2488 4.9200
Co -3.5010 7.4698 0.2930
C -1.2220 8.6993 -3.3347
C -3.0816 2.9156 -1.0635
O -1.2348 9.3253 0.5123
C -5.1863 4.3304 0.5899
O -5.2477 8.5129 -1.8364
H -1.0395 0.0515 5.7397
C -0.4235 -0.1909 4.8748
C -1.6575 6.9275 -1.7543
H -3.1290 -0.8373 -1.0317
C -1.6439 -1.8993 -2.0912
C 0.5674 7.8072 -2.0352
H -1.0286 -1.8031 2.9115
O -5.3893 5.3240 -3.1322
C -2.1313 8.6251 0.4623
C -1.4023 5.2115 0.9993
H -1.3997 4.2542 1.4975
H -3.5179 0.4334 0.4383
```

=====

# 3
# C25H18AsClN4PdS

C25H18AsClN4PdS as an isolated structure at a distorted geometry (ωB97M-V/def2-TZVPD, the Open Molecules 2025 dataset).

Frontier orbital gap (spin up / spin down) in eV: 3.13 / 3.23
E_HOMO (spin up / spin down) in eV: -13.98 / -14.04
Net charge: +2
Lowest unoccupied orbital energy (spin up / spin down) in eV: -10.9 / -10.8
E in Ha: -4403.85489
ΔE to the lowest compared entry with this formula, charge and spin in kcal/mol: 0.0

The geometry in XYZ format:
```
51
C25H18AsClN4PdS, DFT ωB97M-V/def2-TZVPD
C 1.8643 3.7119 -1.7421
C 0.5273 -3.5441 4.4238
As -0.4373 0.4807 -0.6141
C -4.7528 0.8494 1.2408
H 2.2146 4.1490 -2.6668
Pd 0.2437 -1.4116 0.6099
C -1.4931 -0.7113 -4.9939
C 0.0687 -2.8625 3.3184
C 0.6499 2.0203 -0.5697
C -2.3074 0.1939 -4.3243
C 0.9825 2.5943 0.6596
H 0.6537 2.1507 1.5930
C 1.7533 3.7411 0.6744
C -2.7524 2.0096 0.3921
C 2.5510 -3.9788 3.2464
C 2.0294 -3.2828 2.1672
C 1.0925 2.5614 -1.7755
H -5.7709 0.9110 1.6003
H -3.1726 0.6153 -4.8175
H -0.9130 -2.4102 3.3213
C -0.0655 -0.8970 -3.0689
H 0.8424 2.0984 -2.7216
H -0.1025 -3.6304 5.2977
C 2.1911 4.2965 -0.5252
N 0.8106 -2.7303 2.2045
H 2.1836 -4.6537 5.2492
C -4.0680 2.0260 0.8811
H -2.6410 1.2792 -2.5093
C 5.2305 0.2152 0.5021
H 0.8114 -1.3124 -2.5850
C -0.3734 -1.2514 -4.3722
H 2.0223 4.1997 1.6158
C 1.7917 -4.1136 4.3981
H -4.5842 2.9754 0.9581
C 3.1889 -0.5886 -0.0711
N 2.0673 -0.9105 0.1377
H -2.2726 2.9299 0.0826
H -4.6192 -1.2755 1.4674
N 4.3322 -0.2373 -0.3872
C -4.1265 -0.3627 1.1578
C -0.8889 0.0111 -2.4065
H 0.2600 -1.9495 -4.9020
H 2.7992 5.1910 -0.5082
N 6.0093 0.5953 1.2543
C -2.0103 0.5627 -3.0218
C -2.1179 0.8030 0.2659
S -1.9237 -1.8340 0.7766
H -1.7319 -0.9967 -6.0095
C -2.7647 -0.4016 0.7137
H 2.5991 -3.1778 1.2550
Cl 4.1191 -4.6478 3.1276
```

=====

# 4
# C25H18Cl3FN2O6Ru

C25H18Cl3FN2O6Ru as an isolated structure (ωB97M-V/def2-TZVPD, the Open Molecules 2025 dataset).

Frontier orbital gap (spin up / spin down) in eV: 7.48 / 7.35
E_HOMO (spin up / spin down) in eV: -4.92 / -4.78
Net charge: -1
Lowest unoccupied orbital energy (spin up / spin down) in eV: 2.6 / 2.6
E in Ha: -3099.96700
Spin multiplicity: 2
ΔE to the lowest compared entry with this formula, charge and spin in kcal/mol: 0.0
<S²>: 0.75

The geometry in XYZ format:
```
56
C25H18Cl3FN2O6Ru, DFT ωB97M-V/def2-TZVPD
H 0.4688 4.7967 2.4510
C -3.2215 0.7198 -4.6457
C 1.4806 0.3155 1.6185
C 2.0908 -3.2184 2.8827
C 2.2443 4.1304 3.4534
H 3.9867 3.1843 4.2816
C 2.4558 0.2395 0.3940
C -0.9561 0.3671 -3.8291
H -4.9219 0.5503 -2.5301
O -0.0305 0.1661 -2.9333
H -2.6381 0.3955 0.9708
H 2.4473 5.0914 3.9104
O 0.0791 0.2700 1.1924
C -2.3392 0.5329 -3.5759
F -0.2088 2.3496 -0.9624
O 3.6287 0.0216 0.6539
H 2.3723 -2.1941 1.0221
C 1.2458 -0.7776 3.8798
C -0.7233 -2.5270 -1.2468
C -2.8487 0.5038 -2.2133
C 0.8690 2.7338 2.0510
C -2.7945 0.7372 -5.9549
C 2.0677 -2.1040 2.0563
C -1.4320 0.5656 -6.2117
Cl -0.3647 -4.5581 -3.0626
C 0.1659 -3.7929 -1.5584
H 0.9093 0.1766 4.2661
C 1.7191 1.6587 2.2784
N -4.1611 0.5400 -1.8782
O 1.9462 0.3923 -0.7664
O -0.0771 -1.6326 -0.5981
H -4.2793 0.8621 -4.4507
C 2.8474 1.8336 3.0763
O -1.8948 -2.5830 -1.5364
H 0.9625 -1.8011 5.7403
H -1.0693 0.5770 -7.2329
H -0.1337 -0.6804 1.1025
H -3.4998 0.8839 -6.7617
C 1.2756 -1.8900 4.7072
Cl 1.8811 -3.4067 -1.6737
C -4.2703 0.5041 -0.5048
H 1.7233 -3.9848 4.8536
N -2.1353 0.4406 -1.1084
C 1.7010 -3.1141 4.2098
H 0.5168 0.2601 -5.3637
C -2.9993 0.4433 -0.0416
H 0.0252 2.6282 1.3844
Cl -0.0899 -4.9272 -0.1981
C 1.1334 3.9633 2.6422
C -0.5418 0.3895 -5.1807
H -5.2195 0.5106 -0.0017
H 2.4126 -4.1712 2.4817
H 3.5276 1.0040 3.2175
Ru -0.0902 0.4354 -0.9712
C 1.6513 -0.8717 2.5512
C 3.1058 3.0608 3.6635
```

=====

# 5
# C25H19BClF2IrO3P

C25H19BClF2IrO3P as an isolated structure at a distorted geometry (ωB97M-V/def2-TZVPD, the Open Molecules 2025 dataset).

Frontier orbital gap (spin up / spin down) in eV: 7.20 / 5.05
E_HOMO (spin up / spin down) in eV: -14.57 / -14.57
Net charge: +2
Lowest unoccupied orbital energy (spin up / spin down) in eV: -7.4 / -9.5
E in Ha: -2319.79549
Spin multiplicity: 2
ΔE to the lowest compared entry with this formula, charge and spin in kcal/mol: 30.8
<S²>: 0.78

The geometry in XYZ format:
```
53
C25H19BClF2IrO3P, DFT ωB97M-V/def2-TZVPD
P 1.4838 -0.2525 -0.0280
H -0.8331 -3.2930 3.0153
H -4.1268 2.9491 -1.6853
H 6.3141 0.5364 -0.1533
H -0.2816 4.3302 0.2583
H 4.4902 -0.6712 -3.8351
H 1.3199 2.7891 3.9060
C 0.1141 -3.0285 2.5669
C 4.2004 0.2184 -0.0836
H 0.3573 2.2511 -0.9052
O -2.5457 2.1605 -0.7933
O 0.3321 -0.2243 -1.0684
H 2.2796 -0.7266 -2.7320
C 3.0657 -0.1446 -0.8146
C -5.4780 -1.5911 -2.7107
O -2.6276 -0.6775 -0.8025
C -6.0800 -0.3285 -2.9108
C 5.4321 0.2542 -0.7106
C 1.4159 -1.6210 1.1046
C 2.4813 -3.4068 2.3164
C 1.0757 1.2628 0.9001
H 1.2045 -4.5769 3.5735
B -2.2191 0.7916 1.6610
H -5.9690 -2.4741 -3.0967
F -1.6787 1.4044 2.6965
C 1.0862 2.6502 2.8589
Cl -7.5699 -0.2151 -3.6868
C -4.2417 0.7817 -1.7899
H 6.4935 -0.0202 -2.5511
H 1.8288 0.6386 2.8139
C 2.5625 -2.3497 1.4226
C 0.1923 -1.9767 1.6763
C -5.4440 0.8470 -2.4689
C 5.5304 -0.0629 -2.0606
C -3.6610 -0.5082 -1.5145
H 3.3707 -3.9694 2.5627
C 1.2638 -3.7461 2.8834
C -3.6215 2.0246 -1.3961
H -5.9155 1.8013 -2.6682
C 3.1633 -0.4547 -2.1697
H -3.8134 -2.6317 -1.8559
F -3.3711 0.1466 1.8342
H 4.1245 0.4857 0.9643
H 0.2860 4.6298 2.6416
C 1.3754 1.4431 2.2482
C 0.1548 3.5172 0.8231
Ir -1.3506 0.6900 -0.1315
C 0.4477 2.3037 0.1775
H 3.5139 -2.1018 0.9724
H -0.7204 -1.4416 1.4198
C -4.2983 -1.6822 -2.0360
C 0.4834 3.6874 2.1496
C 4.4032 -0.4181 -2.7879
```

=====

# 6
# C25H19BeBrF6N4O5S2

C25H19BeBrF6N4O5S2 as an isolated structure (ωB97M-V/def2-TZVPD, the Open Molecules 2025 dataset).

Frontier orbital gap in eV: 7.68
E_HOMO in eV: -8.00
Lowest unoccupied orbital energy in eV: -0.3
E in Ha: -5543.77927
ΔE to the lowest compared entry with this formula, charge and spin in kcal/mol: 0.0

The geometry in XYZ format:
```
63
C25H19BeBrF6N4O5S2, DFT ωB97M-V/def2-TZVPD
H -5.9884 2.1890 3.5388
O -0.8692 4.7689 -0.5097
H 3.5027 -3.9924 -2.7527
O 2.4632 1.9602 -2.3465
C 0.0403 4.6125 -2.9747
C 1.0920 -4.2897 -0.4023
C -2.5954 2.1106 3.2689
F 4.1030 3.6345 -0.2465
H -5.7645 1.8515 1.0872
C 1.8479 -4.5623 -1.5369
C 3.2613 -2.6493 -1.0989
H -1.3314 -0.8684 1.0184
F 3.2806 2.3691 1.3034
F 4.3988 1.4926 -0.3245
H 4.5745 -0.9944 -0.7306
N -0.0173 -5.1272 -0.1232
C -1.2664 -2.5150 -0.3913
O 1.2389 1.1789 -0.3653
C -1.1063 1.7652 1.3047
H -3.9486 2.3756 4.9211
H 4.2294 -1.2653 -2.4319
C -3.8814 2.2121 3.8531
C 3.5458 2.4616 0.0073
C -0.7238 -0.5034 -2.1665
C -3.6458 1.8191 1.1352
H 0.6639 2.2272 4.2100
C -5.0065 2.1107 3.0941
S 2.0178 2.2451 -1.0209
N -1.5255 -3.4727 0.5959
C -1.0709 -2.8229 -1.7323
H -1.6132 2.4065 5.1640
C -4.8819 1.9152 1.7067
N 1.3531 3.6542 -0.7635
H -2.1965 -3.2468 1.3135
S -0.1129 3.8594 -1.2877
O -1.7549 -5.6356 1.2432
H -1.1340 -3.8479 -2.0666
F 0.4485 3.7088 -3.8556
C -2.4263 1.8952 1.8725
Br -3.6382 1.6112 -0.7537
C -1.1930 -1.1845 -0.0079
H 5.3339 -2.3370 -1.5787
C -1.1457 -4.8099 0.6027
H -0.6174 -2.0199 -3.6715
H 0.1354 -6.1239 -0.1622
N -0.9434 -0.2157 -0.8818
F 0.9125 5.6096 -2.9344
H 1.5846 -5.4030 -2.1663
C -0.2109 2.1294 3.5802
O -0.6833 2.5131 -1.5984
C 1.4337 -3.2066 0.3955
C 4.4107 -1.7651 -1.4798
H -0.4988 0.3320 -2.8147
Be -0.6182 1.3429 -0.3261
F -1.1477 5.0809 -3.3447
H 0.9578 1.7878 1.8381
C -0.0592 1.8866 2.1948
C -1.4579 2.2309 4.1070
C 2.4970 -2.3929 0.0340
H 2.7383 -1.5425 0.6592
H 0.8726 -2.9905 1.2941
C 2.9233 -3.7584 -1.8682
C -0.7869 -1.8051 -2.6271
```